{"formula": "C5H13N3O", "method": "the ωB97M-V functional and the def2-TZVPD basis", "homo_ev": -8.64, "charge": 0, "orbital_gap_ev": 9.41, "smiles": "[H]/N=N\\NC.CCC(C)=O", "largest_force_ha_per_bohr": 0.074, "symbols": ["H", "N", "N", "N", "C", "H", "H", "H", "H", "C", "C", "C", "C", "O", "H", "H", "H", "H", "H", "H", "H", "H"], "xyz": [[-0.29745, 1.44625, -0.12786], [-0.31237, 2.53898, -0.15668], [-0.98912, 2.81002, 0.80692], [-1.65037, 1.61578, 1.35707], [-2.95528, 1.73430, 1.96030], [-1.18310, 0.70676, 1.40730], [-2.96369, 2.49098, 2.75120], [-3.33503, 0.82831, 2.42618], [-3.68155, 2.07079, 1.21054], [2.84356, -1.10418, -0.34367], [1.65477, -2.07143, -0.40689], [0.36590, -1.30177, -0.58986], [0.08390, -0.78558, -1.97603], [-0.35824, -1.04652, 0.34832], [2.72348, -0.40638, 0.48300], [3.76948, -1.66077, -0.21109], [2.93138, -0.52541, -1.26154], [1.78759, -2.76448, -1.24031], [1.59272, -2.63678, 0.52440], [-0.67904, -1.40898, -2.44414], [0.96776, -0.75714, -2.60845], [-0.31529, 0.22725, -1.90870]], "forces_ev_per_angstrom": [[0.2, 1.6, -1.2], [1.8, -2.3, -0.1], [-3.0, -1.8, 1.6], [0.4, 0.8, 0.5], [-0.1, 1.4, 0.0], [0.2, 0.7, -0.5], [0.0, 0.0, 0.0], [0.5, -0.3, -0.3], [-0.1, -0.2, 0.1], [-0.1, 0.0, -0.1], [-0.1, -0.1, 0.2], [0.5, 0.1, 0.1], [-0.2, 0.4, 0.0], [0.0, -0.1, -0.1], [0.1, 0.0, 0.1], [0.0, 0.0, 0.1], [0.0, 0.1, -0.1], [0.0, 0.0, 0.0], [-0.1, 0.0, -0.1], [0.0, -0.1, 0.0], [0.0, -0.2, 0.0], [-0.1, -0.1, 0.0]], "lowdin_charge": [0.052, 0.012, -0.083, -0.149, -0.139, 0.082, 0.066, 0.075, 0.067, -0.085, -0.185, -0.460, -0.007, 0.050, 0.081, 0.075, 0.071, 0.115, 0.115, 0.096, 0.079, 0.073]}

***

{"formula": "C17H26AlN3P", "method": "the ωB97M-V functional and the def2-TZVPD basis", "homo_ev": -3.19, "charge": -1, "orbital_gap_ev": 5.32, "largest_force_ha_per_bohr": 0.191, "symbols": ["C", "C", "C", "C", "C", "Al", "N", "P", "C", "C", "H", "H", "H", "H", "H", "H", "H", "H", "H", "H", "H", "H", "H", "H", "H", "H", "N", "C", "C", "C", "C", "C", "H", "H", "H", "H", "H", "N", "C", "C", "C", "C", "C", "H", "H", "H", "H", "H"], "xyz": [[3.67225, -2.21903, -4.49142], [4.07745, -0.92070, -4.05658], [4.29810, 0.62104, -3.44656], [2.97808, 0.98516, -2.50520], [2.13523, 2.30893, -3.08250], [0.87525, 1.55403, -4.55436], [-0.09218, 3.03953, -5.31159], [-0.69760, 0.10250, -3.61904], [-0.36782, -1.66890, -4.28319], [-0.58628, 0.17980, -1.70236], [3.14996, -3.29115, -4.45998], [4.46523, 1.41541, -4.31981], [5.22773, 0.69142, -2.73891], [2.23997, 0.06494, -2.58296], [3.23603, 1.11032, -1.36764], [2.86762, 3.12389, -3.49528], [1.46571, 2.66157, -2.18470], [1.78792, 0.90077, -5.67379], [0.40590, 3.48376, -6.11507], [-0.37827, 3.73243, -4.58219], [-1.26424, -2.42634, -4.07963], [-0.29672, -1.56412, -5.46380], [0.67838, -2.10300, -3.93896], [-1.61542, 0.58506, -1.25496], [0.24529, 0.95116, -1.33539], [-0.39815, -0.86210, -1.20082], [-2.53427, 0.71299, 0.99192], [-3.73926, 1.29879, 0.81812], [-4.69872, 1.39760, 1.81302], [-4.40884, 0.86010, 3.06264], [-3.17699, 0.24869, 3.27198], [-2.28081, 0.20188, 2.21625], [-3.91938, 1.70003, -0.17496], [-5.64907, 1.88146, 1.61815], [-5.13660, 0.91732, 3.86685], [-2.92090, -0.18027, 4.23410], [-1.30485, -0.26147, 2.33083], [-0.81132, -0.80041, 5.53101], [0.44627, -0.51658, 5.93508], [1.30972, -1.45243, 6.48170], [0.85698, -2.75942, 6.62765], [-0.43404, -3.08226, 6.22252], [-1.22213, -2.07807, 5.68361], [0.75190, 0.51732, 5.80360], [2.31070, -1.16903, 6.78664], [1.50477, -3.52024, 7.05330], [-0.81684, -4.09150, 6.32341], [-2.23573, -2.28087, 5.34924]], "forces_ev_per_angstrom": [[2.2, 8.7, 4.0], [-3.1, -8.1, -2.1], [-0.3, -0.5, 0.0], [-1.0, 0.0, -0.6], [0.7, -1.1, 1.0], [0.4, 1.7, 0.0], [0.5, 0.1, 0.2], [-0.9, -0.7, 0.3], [0.6, -1.1, -0.7], [-0.2, 0.4, 1.5], [1.6, 3.1, -0.2], [-0.6, -2.0, 1.8], [-1.5, -0.6, -1.6], [1.5, 1.7, 0.3], [0.0, -0.3, -2.2], [-1.3, -1.3, 1.1], [1.5, -0.1, -1.6], [0.1, -0.3, -0.4], [-0.7, -0.2, 1.2], [0.5, -0.5, -1.2], [2.0, 1.6, -0.2], [-0.1, -0.1, 2.4], [-2.2, 0.6, -0.6], [2.4, -1.0, -1.1], [-1.6, -1.8, -0.8], [-0.2, 1.9, -0.9], [-0.9, 0.1, 1.0], [0.9, -0.4, 0.0], [0.1, -0.1, 0.3], [0.0, 0.0, -0.1], [-0.4, 0.1, 0.0], [-0.1, 0.3, -0.9], [0.0, 0.0, 0.0], [0.1, 0.0, 0.0], [0.1, 0.0, -0.1], [0.1, 0.1, -0.1], [-0.1, 0.0, 0.0], [0.6, -0.8, 0.5], [-0.9, -0.1, -0.3], [-0.1, -0.3, 0.0], [0.0, 0.0, 0.0], [0.3, 0.1, 0.1], [0.2, 0.9, -0.1], [0.0, -0.1, 0.0], [-0.1, 0.0, 0.0], [-0.1, 0.1, -0.1], [0.0, 0.1, 0.0], [0.1, 0.0, 0.0]], "lowdin_charge": [-0.010, -0.097, -0.218, -0.312, -0.320, -0.051, -0.175, 0.649, -0.463, -0.441, 0.038, 0.112, 0.091, 0.066, 0.092, 0.040, 0.033, -0.092, -0.045, -0.037, 0.024, 0.032, 0.009, -0.002, 0.020, 0.033, 0.062, -0.144, -0.087, -0.091, -0.085, -0.138, 0.105, 0.096, 0.098, 0.066, 0.102, 0.057, -0.141, -0.077, -0.082, -0.077, -0.149, 0.105, 0.101, 0.103, 0.100, 0.099]}

***

{"formula": "C42H42NO7P", "method": "the ωB97M-V functional and the def2-TZVPD basis", "homo_ev": -8.47, "charge": 0, "orbital_gap_ev": 7.44, "smiles": "CCOCCO[PH](O)(CCc1ccccc1)CNC.O=C1c2ccccc2C(=O)c2ccccc21.O=C1c2ccccc2C(=O)c2ccccc21", "largest_force_ha_per_bohr": 0.078, "symbols": ["C", "C", "O", "C", "C", "O", "P", "O", "C", "C", "C", "C", "C", "C", "C", "C", "C", "N", "C", "H", "H", "H", "H", "H", "H", "H", "H", "H", "H", "H", "H", "H", "H", "H", "H", "H", "H", "H", "H", "H", "H", "H", "H", "H", "H", "O", "C", "C", "C", "C", "C", "C", "C", "C", "O", "C", "C", "C", "C", "C", "C", "H", "H", "H", "H", "H", "H", "H", "H", "O", "C", "C", "C", "C", "C", "C", "C", "C", "O", "C", "C", "C", "C", "C", "C", "H", "H", "H", "H", "H", "H", "H", "H"], "xyz": [[5.85127, -3.02034, 3.31836], [5.85039, -3.10610, 1.68789], [4.66184, -2.36497, 1.26056], [5.03510, -0.95478, 1.12855], [3.74159, -0.01485, 0.93638], [2.74951, -0.31417, 1.94361], [2.48715, 0.99952, 3.04338], [2.36984, 2.37779, 4.15116], [1.28094, 1.90323, 1.90580], [0.51913, 0.98160, 0.84252], [-0.37145, -0.17944, 1.47190], [-1.27504, -0.07088, 2.71919], [-2.04027, -1.35880, 3.18967], [-1.93799, -2.73222, 2.47761], [-1.05025, -2.83814, 1.21048], [-0.30182, -1.57302, 0.74234], [1.94410, -0.12568, 4.46526], [2.90705, -1.23509, 4.78561], [2.18431, -2.52997, 4.61503], [6.42157, -2.07145, 3.59775], [4.73945, -2.98808, 3.61679], [6.27795, -3.96769, 3.80353], [5.79927, -4.21547, 1.43337], [6.80446, -2.65353, 1.24606], [5.67156, -0.59984, 2.00810], [5.61009, -0.89724, 0.12313], [3.27678, -0.33537, -0.07605], [3.99061, 1.09670, 0.82188], [3.90821, 1.30448, 2.97581], [3.27842, 2.57048, 4.47285], [0.57455, 2.54104, 2.55731], [1.91112, 2.67412, 1.31307], [-0.21301, 1.67908, 0.27535], [1.19924, 0.54566, 0.02200], [-1.35571, 0.91977, 3.28759], [-2.69834, -1.30585, 4.13271], [-2.47420, -3.68093, 2.82183], [-0.90772, -3.79867, 0.59132], [0.35569, -1.66383, -0.19666], [1.90481, 0.53395, 5.41367], [0.87761, -0.54103, 4.34849], [3.76129, -1.17781, 4.21785], [2.82204, -3.39486, 5.00680], [1.20052, -2.53881, 5.22357], [1.87310, -2.66307, 3.52064], [-3.80999, 5.36003, 0.36224], [-2.79288, 5.93889, 0.02158], [-2.75672, 6.71712, -1.23780], [-3.90380, 6.80390, -2.02806], [-3.88995, 7.56491, -3.19157], [-2.73279, 8.24255, -3.56950], [-1.58316, 8.14404, -2.79363], [-1.59089, 7.37587, -1.62902], [-0.35692, 7.26264, -0.81919], [0.67649, 7.79349, -1.18948], [-0.39847, 6.50146, 0.44960], [0.74883, 6.41740, 1.24029], [0.71143, 5.73297, 2.45002], [-0.47175, 5.13071, 2.87478], [-1.61273, 5.20077, 2.08207], [-1.57719, 5.88220, 0.86446], [-4.80984, 6.28273, -1.73599], [-4.78417, 7.63493, -3.80257], [-2.72665, 8.84647, -4.47116], [-0.68316, 8.67005, -3.09591], [1.67165, 6.88857, 0.91697], [1.60356, 5.67195, 3.06515], [-0.50322, 4.60448, 3.82379], [-2.52998, 4.72676, 2.41736], [-0.32215, -3.59841, -3.69929], [-1.33578, -4.21801, -3.97392], [-2.55007, -4.08170, -3.13761], [-2.53751, -3.22049, -2.03948], [-3.68594, -3.05609, -1.27174], [-4.84938, -3.74945, -1.59895], [-4.85979, -4.62165, -2.68210], [-3.70814, -4.79436, -3.45020], [-3.72396, -5.73826, -4.59018], [-4.71868, -6.40148, -4.83032], [-2.51668, -5.85969, -5.43818], [-2.53088, -6.71947, -6.53757], [-1.41359, -6.81543, -7.35947], [-0.27931, -6.05367, -7.08732], [-0.25679, -5.20666, -5.98434], [-1.37433, -5.11163, -5.15362], [-1.63606, -2.67336, -1.78279], [-3.67598, -2.38258, -0.42044], [-5.74866, -3.61126, -1.00735], [-5.76782, -5.16278, -2.92863], [-3.41335, -7.31185, -6.75750], [-1.42797, -7.48160, -8.21618], [0.58901, -6.12205, -7.73486], [0.63144, -4.61844, -5.77641]], "forces_ev_per_angstrom": [[-0.2, -0.2, -1.0], [-0.1, -0.2, 1.8], [1.5, 0.8, 0.0], [-0.3, 0.5, -1.1], [-0.3, -2.0, -1.1], [1.1, 1.2, -0.1], [-0.2, 0.5, 0.7], [1.1, 0.3, -0.4], [-0.2, 0.3, -0.7], [-1.3, 0.3, 0.0], [-1.4, -3.2, 0.7], [0.6, -3.4, -2.1], [1.5, -0.5, -2.0], [2.1, 2.9, -1.7], [0.0, 3.7, 1.6], [-1.6, 0.0, 2.3], [-0.1, 0.0, 1.6], [-1.5, -0.1, -0.3], [-0.2, -0.5, -0.2], [-0.9, -1.4, 0.1], [1.8, 0.2, -0.4], [-0.3, 1.6, -0.7], [-0.3, 1.6, -0.2], [-1.3, -0.7, 0.5], [-0.8, -0.5, -1.1], [-0.5, 0.3, 1.7], [0.7, 0.5, 1.5], [0.0, -1.5, 0.4], [-0.8, -0.3, -0.1], [-1.1, -0.1, -0.2], [1.1, -1.2, -1.0], [-0.9, -1.2, 1.0], [1.1, -1.0, 0.9], [-0.9, 0.6, 1.6], [0.0, -1.7, -0.9], [1.2, 0.0, -1.7], [0.7, 1.8, -0.3], [-0.4, 1.7, 1.3], [-1.1, 0.2, 1.7], [0.0, -0.8, -1.8], [1.7, 0.6, -0.3], [-0.8, -0.3, 0.1], [-0.8, 1.1, -0.7], [1.7, 0.2, -0.8], [0.5, -0.2, 1.3], [0.3, 0.1, -0.1], [-0.8, -0.5, 0.3], [-0.1, 0.2, -0.3], [-0.1, 0.1, -0.2], [0.1, -0.1, 0.2], [0.1, -0.1, 0.2], [-0.2, 0.1, -0.2], [-0.3, 0.1, -0.2], [0.8, 0.4, -0.3], [-0.3, -0.2, 0.1], [0.1, -0.2, 0.3], [0.1, -0.1, 0.2], [-0.1, 0.1, -0.2], [-0.1, 0.1, -0.2], [0.2, -0.1, 0.2], [0.3, -0.1, 0.3], [0.2, 0.0, 0.1], [0.1, 0.0, 0.1], [0.0, -0.1, 0.1], [0.0, -0.2, 0.2], [-0.2, 0.0, -0.1], [-0.1, 0.0, -0.1], [0.0, 0.1, -0.1], [0.0, 0.1, -0.2], [-0.2, -0.2, -0.1], [0.8, 0.5, 0.3], [-0.2, 0.1, 0.3], [-0.2, 0.1, 0.1], [0.1, 0.0, -0.1], [0.1, -0.1, -0.2], [-0.1, 0.1, 0.2], [-0.1, 0.2, 0.3], [-0.8, -0.5, -0.2], [0.3, 0.2, 0.0], [0.3, -0.1, -0.3], [0.2, -0.1, -0.2], [-0.1, 0.1, 0.2], [-0.1, 0.1, 0.2], [0.1, -0.1, -0.2], [0.1, -0.2, -0.4], [-0.1, -0.1, -0.2], [0.1, -0.1, -0.1], [0.1, 0.0, -0.1], [0.2, 0.0, -0.1], [0.0, 0.2, 0.2], [0.0, 0.1, 0.1], [-0.1, 0.0, 0.1], [-0.2, 0.0, 0.1]], "lowdin_charge": [-0.079, -0.236, -0.203, -0.184, -0.249, -0.398, 0.821, -0.388, -0.234, -0.204, -0.168, -0.039, -0.075, -0.085, -0.087, -0.028, -0.264, -0.162, -0.162, 0.072, 0.059, 0.079, 0.119, 0.118, 0.119, 0.137, 0.128, 0.116, 0.080, 0.038, 0.077, 0.110, 0.124, 0.100, 0.098, 0.087, 0.087, 0.099, 0.101, 0.098, 0.085, 0.060, 0.080, 0.091, 0.088, 0.103, -0.280, -0.084, 0.003, -0.057, -0.057, 0.002, -0.085, -0.280, 0.101, -0.085, 0.004, -0.057, -0.069, 0.004, -0.084, 0.121, 0.108, 0.107, 0.121, 0.121, 0.110, 0.110, 0.121, 0.100, -0.279, -0.082, -0.003, -0.054, -0.053, 0.002, -0.086, -0.280, 0.101, -0.084, 0.002, -0.059, -0.058, 0.002, -0.085, 0.103, 0.105, 0.108, 0.121, 0.121, 0.107, 0.107, 0.121]}

***

{"formula": "C3H5NO2", "method": "the ωB97M-V functional and the def2-TZVPD basis", "homo_ev": -10.08, "charge": 0, "orbital_gap_ev": 10.93, "smiles": "O=CCNC=O", "largest_force_ha_per_bohr": 0.012, "symbols": ["O", "C", "C", "N", "C", "O", "H", "H", "H", "H", "H"], "xyz": [[1.79886, -1.47979, -0.18838], [1.64965, -0.54469, 0.56138], [0.47268, 0.38781, 0.47657], [-0.44478, -0.00689, -0.54748], [-1.78782, -0.12748, -0.31159], [-2.32304, -0.17640, 0.77403], [2.39896, -0.29399, 1.33670], [-0.05364, 0.44498, 1.43504], [0.86281, 1.39732, 0.26177], [-0.06531, -0.54892, -1.31304], [-2.32714, -0.07751, -1.26976]], "forces_ev_per_angstrom": [[0.0, 0.4, 0.3], [0.1, -0.3, -0.2], [0.0, 0.0, 0.1], [-0.1, 0.0, 0.0], [0.0, 0.1, 0.0], [0.2, 0.4, -0.4], [0.0, -0.1, -0.1], [0.1, -0.1, 0.0], [0.0, -0.2, 0.2], [0.0, 0.3, -0.1], [-0.3, -0.5, 0.1]], "lowdin_charge": [0.056, -0.231, -0.166, 0.008, -0.348, 0.033, 0.124, 0.130, 0.132, 0.132, 0.130]}